# 1
The following is a DFT calculation (wB97M-V/def2-TZVPD) of a 9-piece molecular cluster, C50H92F3NO30 overall.

Properties
- Orbital gap: 8.96 eV
- DFT total energy: -124407.9594 eV
- HOMO level: -8.8 eV
- Energy above the lowest of the compared OMol25 structures with the same formula, charge and spin: 0.0000 eV
- SMILES: CCCO[C@](CCOC=O)(CCN(CC)C(C)=O)OC(=O)CCC(F)=C(F)F.CCOC(=O)OC.CCOC(=O)OC.CCOC(=O)OC.CCOC(=O)OC.CCOC(=O)OC.CCOC(=O)OC.CCOC(=O)OC.CCOC(=O)OC

Atoms and positions in Å:
1 C -3.2925 -0.2412 3.3067
2 C -2.8721 -0.9035 1.9813
3 C -2.2952 0.0807 0.9424
4 O -1.9492 1.3065 1.5654
5 C -1.0283 2.1091 0.9066
6 C -0.9941 3.3819 1.7576
7 C -0.5245 3.0655 3.1781
8 O -0.9812 4.0908 4.0858
9 C -0.2193 5.2169 4.0030
10 O -0.6230 6.2515 3.5748
11 C -1.3973 2.3414 -0.5583
12 C -1.0348 3.7085 -1.1317
13 N -1.4161 3.7681 -2.5636
14 C -2.6440 4.5722 -2.7784
15 C -3.8111 4.1521 -1.9002
16 C -0.3617 4.4277 -3.3026
17 C 0.0897 3.7367 -4.5632
18 O 0.1313 5.4636 -2.9388
19 O 0.2497 1.3999 1.0281
20 C 1.2949 1.7897 0.2384
21 O 1.5226 1.2273 -0.7981
22 C 2.1695 2.9099 0.7580
23 C 3.5598 2.9220 0.1091
24 C 4.1603 4.2853 0.0674
25 F 3.8850 5.1100 1.1135
26 C 5.0584 4.7210 -0.8357
27 F 4.8246 4.8575 -2.1254
28 F 6.2994 5.0937 -0.5642
29 H -4.2232 -0.7044 3.6448
30 H -2.5660 -0.4478 4.0914
31 H -3.5011 0.8181 3.2025
32 H -2.1518 -1.6996 2.1662
33 H -3.7645 -1.3466 1.5439
34 H -1.4409 -0.3814 0.4409
35 H -3.0421 0.2383 0.1564
36 H -2.0213 3.7341 1.8508
37 H -0.3346 4.1345 1.3309
38 H 0.5613 2.9594 3.2415
39 H -0.9680 2.1415 3.5375
40 H 0.8000 5.0826 4.4041
41 H -2.4736 2.2107 -0.6650
42 H -0.9437 1.5892 -1.2043
43 H 0.0480 3.8485 -1.0925
44 H -1.4601 4.5439 -0.5715
45 H -2.9518 4.4037 -3.8165
46 H -2.4424 5.6466 -2.6941
47 H -3.6179 4.3914 -0.8528
48 H -4.6906 4.7362 -2.1711
49 H -4.0186 3.0881 -1.9982
50 H 0.2882 4.4978 -5.3166
51 H -0.6617 3.0336 -4.9131
52 H 1.0306 3.2208 -4.3665
53 H 2.2522 2.7983 1.8392
54 H 1.6865 3.8722 0.5756
55 H 3.5178 2.5635 -0.9202
56 H 4.2425 2.3294 0.7235
57 C 7.9769 6.5535 -2.6493
58 C 9.0961 5.9632 -1.8218
59 O 10.1389 5.4070 -2.6444
60 C 10.9687 6.2926 -3.1943
61 O 10.9352 7.4858 -3.0479
62 O 11.8499 5.6245 -3.9450
63 C 12.7584 6.4678 -4.6630
64 H 7.5906 5.8140 -3.3523
65 H 7.1647 6.8860 -2.0073
66 H 8.3295 7.4075 -3.2264
67 H 8.7321 5.1282 -1.2278
68 H 9.5198 6.6976 -1.1373
69 H 13.2600 7.1593 -3.9904
70 H 12.2291 7.0184 -5.4388
71 H 13.4862 5.8019 -5.1175
72 C -10.2514 3.9650 1.2976
73 C -8.9295 4.6234 0.9699
74 O -8.2640 3.9768 -0.1289
75 C -8.7443 4.2641 -1.3369
76 O -9.6495 5.0171 -1.5852
77 O -8.0445 3.5673 -2.2349
78 C -8.5021 3.7157 -3.5821
79 H -10.1100 2.8985 1.4770
80 H -10.6845 4.4180 2.1894
81 H -10.9573 4.0768 0.4760
82 H -8.2411 4.5316 1.8077
83 H -9.0525 5.6841 0.7525
84 H -8.5621 4.7657 -3.8596
85 H -9.4744 3.2416 -3.7054
86 H -7.7689 3.2119 -4.2051
87 C 16.4561 0.3508 -1.6885
88 C 16.5685 1.6618 -2.4355
89 O 15.4023 1.9315 -3.2290
90 C 14.3395 2.3696 -2.5502
91 O 14.2940 2.5745 -1.3641
92 O 13.3420 2.5450 -3.4116
93 C 12.1034 2.9523 -2.8140
94 H 16.2371 -0.4628 -2.3812
95 H 17.3904 0.1318 -1.1714
96 H 15.6547 0.3899 -0.9523
97 H 17.3904 1.6233 -3.1481
98 H 16.7529 2.4942 -1.7565
99 H 12.2432 3.8305 -2.1947
100 H 11.6901 2.1363 -2.2209
101 H 11.4302 3.1858 -3.6286
102 C -6.1845 2.4477 9.9846
103 C -6.0927 1.2119 9.1167
104 O -5.9902 1.5398 7.7213
105 C -4.7866 1.9531 7.3211
106 O -3.8030 2.0444 8.0089
107 O -4.8599 2.2436 6.0235
108 C -3.6514 2.7702 5.4650
109 H -7.0066 3.0836 9.6539
110 H -6.3536 2.1647 11.0236
111 H -5.2664 3.0306 9.9305
112 H -7.0031 0.6210 9.2001
113 H -5.2549 0.5790 9.4086
114 H -2.8093 2.1126 5.6694
115 H -3.4525 3.7667 5.8544
116 H -3.8073 2.8329 4.3920
117 C -7.6742 -5.2127 0.0646
118 C -8.4859 -3.9359 0.0628
119 O -9.0223 -3.6331 1.3636
120 C -8.1679 -3.1068 2.2322
121 O -7.0101 -2.8367 2.0210
122 O -8.8017 -2.9223 3.3874
123 C -7.9780 -2.4183 4.4446
124 H -8.2666 -6.0370 0.4635
125 H -7.3637 -5.4606 -0.9502
126 H -6.7808 -5.1174 0.6794
127 H -9.3576 -4.0435 -0.5795
128 H -7.9059 -3.0880 -0.3011
129 H -7.4619 -1.5113 4.1378
130 H -7.2555 -3.1731 4.7514
131 H -8.6492 -2.1977 5.2688
132 C -0.8069 -8.0170 0.8166
133 C -1.1662 -7.0680 -0.3040
134 O -2.4832 -6.5114 -0.1386
135 C -2.5868 -5.5401 0.7627
136 O -1.6911 -5.0798 1.4253
137 O -3.8595 -5.1418 0.7988
138 C -4.1274 -4.1224 1.7719
139 H -1.5676 -8.7927 0.9207
140 H 0.1543 -8.4909 0.6166
141 H -0.7416 -7.4929 1.7700
142 H -1.1999 -7.5961 -1.2543
143 H -0.4369 -6.2647 -0.4026
144 H -3.4460 -3.2851 1.6435
145 H -4.0351 -4.5242 2.7807
146 H -5.1453 -3.7809 1.6078
147 C -1.3303 -4.4221 -6.1962
148 C -0.5277 -3.3116 -5.5544
149 O -1.2707 -2.6340 -4.5283
150 C -1.3633 -3.2844 -3.3691
151 O -0.8689 -4.3523 -3.1119
152 O -2.0979 -2.5476 -2.5367
153 C -2.3368 -3.1681 -1.2692
154 H -2.2810 -4.0374 -6.5677
155 H -0.7749 -4.8534 -7.0292
156 H -1.5455 -5.2122 -5.4784
157 H -0.2927 -2.5409 -6.2861
158 H 0.4120 -3.6816 -5.1450
159 H -1.4047 -3.4762 -0.8000
160 H -3.0013 -4.0215 -1.3902
161 H -2.8224 -2.4197 -0.6477
162 C 2.8206 -13.3613 -2.6372
163 C 3.2087 -11.9100 -2.4595
164 O 2.3283 -11.2244 -1.5530
165 C 2.5339 -11.4730 -0.2613
166 O 3.3853 -12.1866 0.2013
167 O 1.6250 -10.7918 0.4398
168 C 1.6731 -11.0280 1.8500
169 H 1.7770 -13.4403 -2.9443
170 H 3.4480 -13.8266 -3.3975
171 H 2.9394 -13.9135 -1.7063
172 H 3.1146 -11.3730 -3.4014
173 H 4.2388 -11.8093 -2.1186
174 H 2.6735 -10.8644 2.2438
175 H 1.3463 -12.0427 2.0713
176 H 0.9867 -10.3184 2.3035

***

# 2
The following is a DFT calculation (wB97M-V/def2-TZVPD) of a 13-piece molecular cluster, C50H93N3O10 overall.

Properties
- Orbital gap: 8.70 eV
- DFT total energy: -78295.9836 eV
- HOMO level: -8.2 eV

Atoms and positions in Å:
1 C -4.4885 2.4870 0.0131
2 C -4.5373 1.0250 0.5533
3 C -4.4114 0.1558 -0.6990
4 O -3.9991 1.0165 -1.8034
5 C -3.6545 2.3500 -1.2499
6 H -4.0321 3.2281 0.6824
7 H -5.5361 2.7530 -0.2478
8 H -5.4291 0.8457 1.1259
9 H -3.7731 0.9286 1.3714
10 H -5.3734 -0.3269 -1.0149
11 H -3.6518 -0.6701 -0.5315
12 H -3.8013 3.0943 -2.0720
13 H -2.6155 2.3450 -1.0761
14 C -4.2527 -2.7125 -2.7698
15 C -3.2696 -3.8661 -2.8633
16 C -2.2247 -3.2547 -3.8347
17 O -2.8135 -2.0780 -4.4782
18 C -4.1688 -2.1217 -4.1503
19 H -3.9179 -2.0294 -1.9973
20 H -5.2195 -3.0212 -2.5663
21 H -3.7329 -4.7108 -3.3392
22 H -2.6992 -4.1346 -2.0134
23 H -2.0822 -3.9451 -4.6571
24 H -1.3292 -2.8797 -3.4834
25 H -4.8181 -2.7290 -4.8335
26 H -4.4751 -1.0943 -4.1086
27 C 4.0678 2.5591 -1.1841
28 C 5.3676 1.8503 -1.6326
29 C 6.3820 3.0278 -1.6730
30 O 5.8509 4.0832 -0.8754
31 C 4.6432 3.6765 -0.3420
32 H 3.4447 1.8156 -0.7425
33 H 3.5934 3.0622 -2.0072
34 H 5.3534 1.3607 -2.6078
35 H 5.6922 1.0356 -0.9318
36 H 6.4677 3.3581 -2.7123
37 H 7.3615 2.7916 -1.1695
38 H 3.9471 4.5013 -0.2499
39 H 4.8387 3.3038 0.6730
40 C -0.5620 -4.4491 4.6164
41 C -0.3042 -3.0191 4.0555
42 C -0.0371 -2.2440 5.3693
43 O 0.7658 -3.1191 6.1360
44 C 0.4381 -4.5145 5.7750
45 H -0.3647 -5.1910 3.8295
46 H -1.5552 -4.5088 4.9109
47 H -1.1002 -2.6298 3.4188
48 H 0.5787 -2.9385 3.4563
49 H -0.9871 -1.9414 5.7898
50 H 0.5792 -1.4467 5.1284
51 H -0.0028 -5.0377 6.6291
52 H 1.4037 -4.9949 5.5431
53 C 0.8941 4.8689 -3.3951
54 C -0.0217 3.7708 -2.8283
55 C -0.2371 4.2816 -1.3805
56 O 1.0699 4.7279 -0.9865
57 C 1.7068 5.3432 -2.1322
58 H 0.3239 5.7351 -3.7560
59 H 1.5213 4.5303 -4.1992
60 H 0.5045 2.8300 -2.8397
61 H -0.9565 3.6900 -3.3341
62 H -0.5841 3.5118 -0.6956
63 H -1.0100 5.0889 -1.4229
64 H 2.7550 4.9302 -2.0741
65 H 1.6972 6.4317 -1.9675
66 C -3.4592 -4.5040 2.3010
67 C -4.8729 -4.3615 1.6857
68 C -4.6753 -3.2837 0.6185
69 O -3.2683 -3.1269 0.4191
70 C -2.5551 -4.1783 1.0870
71 H -3.4181 -5.5465 2.6564
72 H -3.1560 -3.8205 3.1102
73 H -5.6158 -4.1942 2.4326
74 H -5.0647 -5.3389 1.1946
75 H -5.1323 -2.3431 0.9063
76 H -5.0171 -3.6604 -0.3576
77 H -1.5830 -3.7837 1.4055
78 H -2.4986 -5.0822 0.4630
79 C -1.5014 5.3391 2.3095
80 C -0.8176 6.4105 3.1370
81 C -1.1003 5.9204 4.5978
82 O -2.2910 5.2386 4.4790
83 C -2.1290 4.4377 3.3207
84 H -0.7621 4.7567 1.7193
85 H -2.2325 5.7626 1.5619
86 H -1.3533 7.2919 2.9850
87 H 0.2370 6.5091 2.8897
88 H -1.1816 6.7975 5.2274
89 H -0.2369 5.3147 4.9295
90 H -3.1581 4.1131 3.0547
91 H -1.4511 3.5797 3.4472
92 C 4.9844 -1.4455 1.6409
93 C 5.5091 -2.3256 0.5519
94 C 5.1272 -3.7688 1.0146
95 O 3.8551 -3.5776 1.7453
96 C 3.6180 -2.1472 1.8765
97 H 4.8758 -0.3370 1.3170
98 H 5.5592 -1.4431 2.5583
99 H 6.6534 -2.2403 0.4613
100 H 4.9368 -2.1790 -0.3373
101 H 5.8052 -4.2114 1.6755
102 H 4.8655 -4.3969 0.1882
103 H 3.1679 -2.0007 2.8536
104 H 2.9274 -1.7977 1.0792
105 C 2.4600 2.3107 3.5419
106 C 1.4569 1.9706 4.7217
107 C 1.7219 3.2779 5.5236
108 O 1.7517 4.3526 4.6186
109 C 2.2967 3.8404 3.3055
110 H 2.2431 1.7578 2.6009
111 H 3.5600 2.1685 3.8167
112 H 1.7592 1.1154 5.3649
113 H 0.4575 1.7791 4.3662
114 H 2.6813 3.2096 6.1067
115 H 0.9628 3.5090 6.2628
116 H 3.2497 4.2585 3.1116
117 H 1.6591 4.0299 2.4870
118 C -0.8626 0.2763 -1.1568
119 C -0.6991 -1.2772 -1.2447
120 C 0.1059 -1.4746 0.0176
121 O -0.3101 -0.5029 1.0041
122 C -0.4750 0.7261 0.2618
123 H -1.8363 0.4988 -1.5045
124 H -0.1716 0.7534 -1.9066
125 H -0.0611 -1.6135 -2.0207
126 H -1.6166 -1.8650 -1.2008
127 H 1.1228 -1.2056 -0.1622
128 H 0.0318 -2.4839 0.3898
129 H 0.4495 1.1827 0.1529
130 H -1.1703 1.3159 0.7984
131 C 2.1979 0.0475 -5.2343
132 C 2.1994 -0.2615 -3.7757
133 N 2.4304 -0.4774 -2.6386
134 H 2.2880 -0.8361 -5.8597
135 H 3.0617 0.6573 -5.4836
136 H 1.2364 0.4946 -5.5095
137 N 1.7826 -5.1394 0.7427
138 C 0.8605 -6.1696 0.9288
139 C 0.1260 -6.3117 -0.2093
140 C 0.6458 -5.3528 -1.1647
141 C 1.6176 -4.6644 -0.5112
142 H 2.3657 -4.7376 1.4639
143 H 0.7561 -6.6374 1.8917
144 H -0.6782 -7.0022 -0.4050
145 H 0.4174 -5.0344 -2.1880
146 H 2.2051 -3.8487 -0.8682
147 N -1.5326 -0.3673 -6.3170
148 C -0.8218 -0.2195 -7.4747
149 C -0.4662 1.1567 -7.5143
150 C -0.9323 1.7747 -6.3749
151 C -1.6158 0.8206 -5.6442
152 H -1.9780 -1.1763 -5.9761
153 H -0.6864 -1.0894 -8.1557
154 H -0.0040 1.5448 -8.4179
155 H -0.9348 2.8244 -6.1978
156 H -2.1173 0.9309 -4.7168

***

no.,M (g/mol)
1,1244.26
2,896.30